No. 1
DFT (ωB97M-V/def2-TZVPD) results for C6H12 in the gas phase at a distorted geometry.

Element x y z (Å)
C: 2.0870 -0.2981 0.6210
C: 0.8923 0.0639 -0.2864
C: -0.2251 1.1692 0.5156
C: -1.5923 0.4906 0.3170
C: -1.3619 -0.4098 -0.8959
C: -0.0259 -1.0896 -0.6444
H: 1.5192 0.3532 1.2640
H: 3.0829 0.1221 0.3921
H: 2.1814 -1.3068 1.0523
H: 1.2460 0.6200 -1.1578
H: -0.1933 2.1508 0.0161
H: -0.1135 1.4404 1.6018
H: -1.8527 -0.1236 1.1921
H: -2.4421 1.1694 0.1569
H: -2.1723 -1.1155 -1.0639
H: -1.2543 0.2258 -1.7861
H: -0.1021 -1.7865 0.2067
H: 0.3267 -1.6754 -1.5009

Forces on atoms 1 to 6 (eV/Å):
C -0.5 0.9 0.5
C -1.0 0.8 0.2
C 0.3 -0.5 -0.7
C 0.1 -0.1 -0.2
C -0.3 -0.2 -0.2
C -0.1 0.1 -0.1

As for the total charge: 0. Its spin multiplicity is 1. As for the energy above the lowest of the compared OMol25 structures with the same formula, charge and spin: 41.7 kcal per mole. The HOMO energy is -9.69 eV.

Here are the Mulliken charges for atoms 1 to 6, given in e: C -1.039; C 0.225; C -0.834; C -0.575; C -0.664; C -0.814


No. 2
DFT (ωB97M-V/def2-TZVPD) results for C7H13NO in the gas phase at a distorted geometry.

Element x y z (Å)
C: 1.5434 -1.2665 0.0033
C: 0.5903 -0.2093 0.4643
N: 0.6579 1.0558 -0.2564
C: 1.6851 2.0844 -0.1577
C: -0.6668 1.1353 -0.4783
O: -1.2178 2.0352 -1.0143
C: -0.9357 -0.2341 0.0574
C: -1.9093 -0.2727 1.2658
C: -1.2503 -1.1535 -1.1947
H: 1.3577 -1.7841 -0.9234
H: 1.4189 -2.1490 0.7685
H: 2.7325 -1.0575 0.1236
H: 0.6305 0.0187 1.4969
H: 1.8205 2.3957 0.9279
H: 2.5821 1.5127 -0.6522
H: 1.2788 2.8692 -0.8511
H: -2.5455 -1.1460 1.2770
H: -2.5389 0.6890 1.3455
H: -1.3692 -0.5089 2.3021
H: -1.1019 -2.1382 -0.9314
H: -0.5692 -1.0311 -2.0826
H: -2.1929 -0.8450 -1.4903

Forces on atoms 1 to 6 (eV/Å):
C 2.6 -2.5 2.9
C -0.3 0.6 -1.5
N 1.0 -0.1 0.8
C 0.1 -1.5 -1.4
C 1.7 0.4 0.0
O -2.3 1.5 -0.8

As for the total charge: 0. Its spin multiplicity is 1. As for the energy above the lowest of the compared OMol25 structures with the same formula, charge and spin: 45.6 kcal per mole. The HOMO energy is -9.06 eV.

Here are the Mulliken charges for atoms 1 to 6, given in e: C -1.301; C -0.383; N 0.086; C -0.938; C 0.016; O -0.671


No. 3
DFT (ωB97M-V/def2-TZVPD) results for 2 unconnected molecules or ions with the total composition C3H7NO at a distorted geometry.

Element x y z (Å)
C: 0.1603 1.5636 0.6189
C: -0.8100 0.6580 0.5789
N: -0.6526 -0.7088 0.9290
H: 1.1160 1.1903 0.9658
H: -0.0085 2.5331 0.1801
H: -1.8324 0.8796 0.2945
H: 0.2939 -0.8405 1.2816
H: -1.2480 -0.8825 1.7361
C: 0.7390 -1.0540 -1.6211
O: 1.6922 -0.3300 -1.6577
H: 0.4840 -1.7656 -0.8270
H: 0.0660 -1.2435 -2.4793

Forces on atoms 1 to 6 (eV/Å):
C -0.5 -0.8 -0.4
C -0.3 0.0 0.3
N 0.1 0.4 0.9
H 0.3 0.6 -0.1
H 0.3 0.2 0.3
H 0.1 0.2 -0.2

As for the total charge: 0. Its spin multiplicity is 1. As for the energy above the lowest of the compared OMol25 structures with the same formula, charge and spin: 58.2 kcal per mole. The HOMO energy is -8.94 eV.

Here are the Mulliken charges for atoms 1 to 6, given in e: C -0.637; C -0.087; N -0.568; H 0.197; H 0.266; H 0.331


No. 4
DFT (ωB97M-V/def2-TZVPD) results for C5H8O2 in the gas phase.

Element x y z (Å)
C: -1.1130 0.0209 2.1893
C: -0.7800 0.0581 1.0308
C: -0.2722 -0.0413 -0.3583
C: -0.2666 1.3012 -1.0833
O: -1.1068 -0.8861 -1.1364
C: 1.1885 -0.5679 -0.3003
O: 1.4845 -1.3762 0.8084
H: -1.4132 -0.0019 3.2155
H: 0.1761 1.1594 -2.0753
H: 0.3260 2.0352 -0.5322
H: -1.2792 1.6857 -1.2139
H: -1.3472 -1.6641 -0.6187
H: 1.8689 0.2934 -0.3377
H: 1.3415 -1.1774 -1.1958
H: 1.2200 -0.8677 1.5891

Forces on atoms 1 to 6 (eV/Å):
C 0.1 0.1 -0.5
C -0.2 0.0 0.4
C 0.1 0.2 0.1
C 0.0 0.1 0.0
O -0.2 -0.2 0.1
C 0.1 0.1 -0.2

As for the total charge: 0. Its spin multiplicity is 1. As for the energy above the lowest of the compared OMol25 structures with the same formula, charge and spin: 55.8 kcal per mole. The HOMO energy is -10.12 eV.

Here are the Mulliken charges for atoms 1 to 6, given in e: C 0.296; C -1.308; C 1.637; C -1.589; O -0.581; C -0.822


No. 5
DFT (ωB97M-V/def2-TZVPD) results for a molecular structure, C6H14CoN3 at a distorted geometry.

Element x y z (Å)
C: -1.5401 1.3090 -2.9921
Co: -0.4814 0.8409 -1.5512
N: 0.3488 -0.7237 -2.4303
H: -1.5154 1.8858 -1.1200
H: 0.5672 1.6752 -1.9114
H: -1.7316 2.3877 -2.8329
H: -2.4631 0.6599 -2.9639
H: -0.9027 1.1575 -3.8889
H: 0.0491 -1.5980 -2.0025
H: 1.3533 -0.6022 -2.2918
H: 0.1749 -0.7695 -3.4368
N: 1.1471 -1.0936 3.9706
C: 0.6973 -0.6912 2.7445
C: -0.0833 -1.5429 1.9313
C: -0.5110 -1.0915 0.6846
N: -0.1931 0.1531 0.2267
C: 0.5506 0.9834 1.0061
C: 1.0146 0.6052 2.2650
H: 0.9202 -2.0274 4.3212
H: 1.6943 -0.5035 4.5545
H: -0.3513 -2.5524 2.2730
H: -1.1146 -1.7186 0.0216
H: 0.7606 1.9571 0.5649
H: 1.6097 1.2997 2.8578

Forces on atoms 1 to 6 (eV/Å):
C -1.3 0.4 -1.3
Co -3.1 -1.0 1.8
N 0.8 -1.1 -0.7
H 0.8 -0.4 0.8
H 3.2 2.6 -0.8
H -0.5 -0.7 -1.0

As for the total charge: -1. Its spin multiplicity is 4. As for the energy above the lowest of the compared OMol25 structures with the same formula, charge and spin: 27.4 kcal per mole. The HOMO energy (spin up / spin down) is 0.25 / -3.64 eV.

Here are the Mulliken charges for atoms 1 to 6, given in e: C -0.916; Co -0.426; N -0.652; H -0.065; H -0.126; H 0.316


No. 6
DFT (ωB97M-V/def2-TZVPD) results for 6 unconnected molecules or ions with the total composition C7H23O6 at a distorted geometry.

Element x y z (Å)
C: -2.4559 -0.6057 1.6395
O: -2.4596 0.7637 1.4273
C: -1.2687 -1.1701 0.7779
C: -1.3746 -0.7067 -0.7465
C: -0.1153 -0.9881 -1.6212
C: 1.0548 -1.3190 -1.0521
C: 2.3812 -1.7499 -1.4949
C: -0.1432 -0.5700 -3.0651
H: -2.2296 -0.9608 2.6517
H: -3.4259 -0.9154 1.3135
H: -0.3466 -0.7274 1.2254
H: -1.0966 -2.2343 0.8353
H: -1.8044 0.3162 -0.8590
H: -2.1106 -1.2729 -1.2399
H: 1.0908 -1.2597 0.0820
H: 2.9525 -2.2422 -0.6526
H: 2.2086 -2.4249 -2.3942
H: 3.1181 -1.0355 -1.7587
H: -0.9072 0.3258 -3.3071
H: -0.5927 -1.3350 -3.6247
H: 0.7169 -0.1236 -3.5619
H: 2.0080 0.1917 2.0776
H: 0.8710 1.1511 2.2538
O: 1.5320 0.7031 2.7654
H: -1.5558 1.3362 1.6103
H: -0.5002 2.7113 1.9717
O: -0.1832 1.9265 1.5275
H: 1.1345 2.9799 -1.2701
H: 2.3938 2.1731 -1.6369
O: 1.7776 2.6263 -2.0438
H: -0.5867 -1.4994 2.9166
H: 0.8441 -1.3612 3.1541
O: 0.1865 -2.0591 2.8510
H: 0.0020 2.8921 0.4540
H: -0.9597 3.0515 -0.6943
O: -0.1558 3.4123 -0.5114

Forces on atoms 1 to 6 (eV/Å):
C 2.5 0.2 -1.5
O 0.1 2.1 1.1
C -0.1 1.6 -1.6
C 1.2 0.0 0.7
C 1.3 2.0 1.0
C -1.0 0.8 3.3

As for the total charge: -1. Its spin multiplicity is 1. As for the energy above the lowest of the compared OMol25 structures with the same formula, charge and spin: 58.3 kcal per mole. The HOMO energy is -5.59 eV.

Here are the Mulliken charges for atoms 1 to 6, given in e: C -0.471; O -0.663; C -0.512; C -0.802; C 0.576; C 0.486


One value per record, in order, for E: -235.751838, -404.454762, -248.433781, -345.716010, -1783.866507, -731.901877 hartree.